The following is a DFT calculation (wB97M-V/def2-TZVPD) of C22H21BrCsN5O12 as an isolated structure.

XYZ file:
```
62
Properties=species:S:1:pos:R:3:forces:R:3
Cs 0.174174 0.356174 -0.354628 1.0 -0.5 0.0
O 0.433110 -3.821475 0.143255 0.6 -0.7 0.0
C -0.340048 -2.866046 0.083590 -0.4 0.2 -0.1
O -0.325296 -1.817094 0.776705 -0.4 -1.1 0.8
C -1.509777 -2.955041 -0.893816 -0.3 0.0 -0.1
C -2.306868 -4.056730 -0.862578 0.3 0.2 0.2
C -3.531101 -4.088910 -1.561113 -0.3 -0.2 0.0
C -3.994749 -2.977694 -2.230961 0.0 0.0 0.0
C -3.195234 -1.853835 -2.272965 -0.1 0.1 -0.4
C -1.836463 -1.826314 -1.780405 0.1 -0.5 0.1
O -0.990527 -0.982157 -2.111504 -0.9 -1.0 -1.1
N -3.762452 -0.693454 -2.930696 -0.2 -0.2 0.9
O -3.335038 0.410043 -2.645782 0.2 0.1 -0.2
O -4.744860 -0.865876 -3.643541 -0.2 0.1 -0.5
N -4.352479 -5.257563 -1.519124 0.4 0.2 -0.2
O -3.953816 -6.236829 -0.896276 -0.1 -0.1 0.1
O -5.412704 -5.248776 -2.136316 -0.4 -0.2 0.0
H -2.009039 -4.904746 -0.261970 0.0 0.0 0.0
H -4.964593 -2.973510 -2.714632 0.2 0.0 0.1
C 3.879465 -2.753648 0.303317 -0.1 -0.1 0.0
O 4.173642 -2.354372 -1.029969 -0.3 -0.1 0.2
C 5.456303 -1.840166 -1.158594 0.2 0.3 -0.1
C 5.762603 -0.629786 -0.257568 0.2 0.2 0.0
O 4.761168 0.355449 -0.147031 0.0 -0.4 0.0
C 4.360619 0.935721 -1.371888 0.2 0.1 0.0
H 4.659647 -3.434297 0.671233 0.1 0.0 0.0
H 2.925000 -3.277335 0.302486 -0.1 0.1 -0.1
H 3.818708 -1.887026 0.967488 -0.1 0.0 0.0
H 5.582507 -1.577998 -2.213662 -0.1 0.0 0.1
H 6.205720 -2.622492 -0.928075 0.0 0.2 0.0
H 6.701389 -0.170976 -0.626933 -0.1 -0.1 0.0
H 5.950572 -0.966812 0.766258 -0.1 0.0 -0.1
H 5.234235 1.360656 -1.893179 -0.1 0.0 0.0
H 3.647003 1.724102 -1.135626 0.0 0.0 0.0
H 3.875885 0.209691 -2.027256 0.0 -0.1 0.0
O -1.173047 0.133267 6.961796 -0.2 0.0 -0.1
C -0.577318 0.275897 5.740581 -0.1 0.0 0.0
C -1.301202 0.356014 4.556737 0.2 0.0 0.1
C -0.601824 0.488300 3.372610 -0.1 0.0 -0.1
N 0.728200 0.536975 3.304046 0.0 0.1 -0.1
C 1.365976 0.472626 4.435909 0.3 -0.1 0.2
Br 3.277237 0.546737 4.338662 0.0 0.0 0.0
C 0.802690 0.343687 5.696740 0.0 0.0 -0.1
H -2.128513 0.069791 6.830183 0.2 0.0 0.0
H -2.380215 0.309786 4.545254 -0.1 0.0 0.0
H -1.136704 0.559136 2.439922 0.0 0.0 -0.2
H 1.396527 0.287545 6.594098 0.0 0.0 0.0
O 1.576790 2.448329 -0.183031 1.0 1.8 0.2
N 0.788279 3.211803 -0.782340 -0.1 0.2 0.3
N -0.446341 3.193670 -0.339431 0.3 0.0 0.3
O -0.920034 2.483156 0.660127 -0.1 1.2 0.3
C -1.340392 4.014840 -1.055713 -0.3 -0.1 0.0
C -2.691509 3.689711 -1.008362 0.1 0.2 -0.1
C -3.596555 4.456967 -1.722714 0.0 0.0 0.0
C -3.164895 5.544962 -2.466869 0.0 0.1 0.0
C -1.812573 5.862426 -2.490916 0.0 0.1 0.0
C -0.893470 5.104272 -1.786852 -0.1 0.2 -0.2
H -2.990335 2.830524 -0.432937 0.0 -0.1 0.1
H -4.642995 4.183133 -1.709241 0.0 0.0 0.0
H -3.872382 6.137588 -3.032771 0.0 0.0 0.0
H -1.462038 6.710318 -3.066563 0.0 0.0 0.0
H 0.159937 5.337662 -1.807170 0.0 0.0 0.0
```
Forces are in eV/Å.

Calculated values
Charge ... -2
E_tot ... -125757.994 eV
Kohn-Sham gap ... 5.92 eV
Energy relative to the best compared isomer or geometry (same formula, charge and spin) ... 55.82 kcal/mol
HOMO ... -2.24 eV

The following is a DFT calculation (wB97M-V/def2-TZVPD) of C5H10O3 as an isolated structure.

XYZ file:
```
18
Properties=species:S:1:pos:R:3:forces:R:3
C -1.265137 0.794455 0.023887 -3.5 -5.3 0.7
C -0.423693 -0.363529 -0.140694 6.2 8.2 3.4
C 0.880680 0.649394 0.396711 2.1 -3.1 -1.0
C -0.206236 -1.790637 0.185153 -0.2 -1.4 -1.2
C 2.053707 0.447335 -0.558747 0.2 0.0 0.3
O -0.849277 0.860326 -1.242328 0.0 -0.4 0.4
O -1.487559 1.640920 1.108230 0.1 -0.8 -2.7
O -2.331279 -0.418327 -0.051341 -3.5 0.5 0.8
H -2.056540 2.352123 0.783303 -0.1 0.1 0.1
H -2.899913 -0.616960 -0.808352 -0.1 1.1 -0.2
H 1.114164 0.252562 1.386968 0.1 -0.3 0.1
H 0.807872 1.721977 0.579668 -1.1 -0.2 -0.5
H -0.697286 -2.440850 -0.541000 -0.1 0.1 -0.1
H 0.841707 -2.086251 0.168004 0.3 0.5 -0.3
H -0.535518 -2.181097 1.146812 -0.6 0.9 0.2
H 2.955264 0.937748 -0.197021 0.2 0.1 -0.1
H 2.299530 -0.604878 -0.700223 0.0 -0.1 0.1
H 1.799515 0.845688 -1.539030 0.0 0.1 0.0
```
Forces are in eV/Å.

Calculated values
Charge ... 0
E_tot ... -11483.131 eV
Kohn-Sham gap ... 9.07 eV
Energy relative to the best compared isomer or geometry (same formula, charge and spin) ... 162.71 kcal/mol
HOMO ... -8.54 eV